{
  "formula": "C19H35ClO9",
  "method": "the ωB97M-V functional and the def2-TZVPD basis",
  "gap_ha": 0.3559,
  "e_homo_ev": -9.2,
  "elements": ["C", "C", "O", "C", "C", "C", "O", "C", "C", "C", "C", "C", "Cl", "O", "C", "H", "H", "H", "H", "H", "H", "H", "H", "H", "H", "H", "H", "H", "H", "H", "H", "H", "H", "H", "H", "H", "H", "H", "C", "C", "C", "O", "C", "O", "O", "H", "H", "H", "H", "H", "H", "C", "C", "C", "O", "C", "O", "O", "H", "H", "H", "H", "H", "H"],
  "xyz": [[-0.1240, 3.9268, -2.2038], [-1.6195, 3.7204, -2.3801], [-1.9444, 2.4922, -3.0148], [-1.7165, 2.4107, -4.4106], [-1.0704, 1.0717, -4.7529], [0.2183, 0.7666, -3.9695], [0.1856, -0.4742, -3.2871], [-0.4920, -0.3624, -2.0554], [-0.5339, -1.7178, -1.3748], [-1.4811, -2.7274, -2.0155], [-2.9540, -2.2904, -2.0910], [-3.8147, -3.1333, -1.1698], [-5.5531, -2.7097, -1.3069], [0.7708, -2.2769, -1.3614], [1.2712, -2.5180, -0.0672], [0.0703, 4.8858, -1.7198], [0.4155, 3.9099, -3.1545], [0.2769, 3.1333, -1.5708], [-2.0811, 4.5622, -2.9145], [-2.0857, 3.6624, -1.3953], [-2.6883, 2.4810, -4.9157], [-1.1070, 3.2505, -4.7681], [-0.8618, 1.0452, -5.8267], [-1.7936, 0.2755, -4.5513], [1.0818, 0.7272, -4.6351], [0.3968, 1.5603, -3.2381], [0.0132, 0.3608, -1.3984], [-1.5080, 0.0176, -2.2254], [-0.8483, -1.5355, -0.3344], [-1.0894, -2.9741, -3.0045], [-1.4084, -3.6487, -1.4259], [-3.3391, -2.3781, -3.1087], [-3.0747, -1.2416, -1.8068], [-3.7397, -4.1931, -1.4078], [-3.5501, -2.9785, -0.1241], [2.2707, -2.9390, -0.1708], [0.6388, -3.2331, 0.4817], [1.3532, -1.5907, 0.5120], [2.8857, 2.5441, 3.3795], [2.1517, 2.7990, 2.0918], [2.2045, 4.2209, 1.5582], [0.9469, 4.3428, 0.8862], [0.0806, 3.4583, 1.4361], [-1.0845, 3.4275, 1.2057], [0.7314, 2.6253, 2.2747], [2.7270, 1.5201, 3.7129], [3.9556, 2.6946, 3.2300], [2.5378, 3.2231, 4.1586], [2.4628, 2.0926, 1.3169], [3.0086, 4.4019, 0.8504], [2.2442, 4.9550, 2.3670], [0.2131, -3.0424, 5.8945], [0.7630, -3.1958, 4.5027], [1.9027, -4.1854, 4.3396], [2.6560, -3.6154, 3.2647], [2.4142, -2.2831, 3.2375], [3.0107, -1.5009, 2.5722], [1.3948, -1.9748, 4.0695], [-0.5440, -2.2608, 5.9236], [-0.2460, -3.9783, 6.2155], [1.0087, -2.7811, 6.5927], [-0.0341, -3.4161, 3.7865], [1.5899, -5.1889, 4.0657], [2.5342, -4.2200, 5.2311]],
  "atomic_forces_ev_per_a": [[-0.037, -0.019, -0.071], [-0.086, 0.046, 0.041], [0.112, -0.162, 0.060], [-0.115, 0.041, -0.017], [0.029, -0.006, 0.036], [0.005, 0.122, -0.008], [-0.044, 0.043, -0.047], [-0.114, -0.035, -0.136], [-0.033, 0.033, 0.208], [0.036, -0.114, -0.075], [-0.058, 0.048, 0.015], [-0.047, -0.001, 0.041], [0.010, 0.026, -0.011], [0.028, -0.061, 0.073], [0.044, 0.061, 0.021], [-0.020, -0.067, 0.017], [-0.066, 0.034, 0.010], [0.038, 0.070, -0.003], [0.073, -0.061, -0.053], [0.001, 0.045, -0.048], [0.095, 0.053, -0.078], [0.066, -0.067, 0.119], [-0.123, -0.006, 0.040], [0.067, 0.010, 0.014], [-0.053, -0.063, -0.017], [0.055, 0.022, -0.063], [0.078, -0.036, -0.079], [0.072, 0.030, 0.182], [-0.130, 0.017, -0.121], [-0.030, 0.094, 0.020], [0.059, 0.019, -0.054], [0.041, -0.006, 0.036], [0.004, -0.064, -0.029], [0.020, 0.040, 0.016], [0.045, -0.058, -0.046], [-0.055, -0.010, -0.004], [0.046, 0.042, -0.008], [-0.035, -0.058, 0.003], [-0.052, 0.008, 0.067], [0.053, -0.031, -0.048], [-0.024, -0.049, 0.061], [0.011, 0.098, 0.035], [0.049, -0.013, 0.024], [-0.044, -0.008, -0.031], [-0.047, -0.023, -0.042], [0.019, -0.028, -0.046], [0.004, -0.007, 0.002], [0.007, 0.029, -0.012], [0.022, -0.019, 0.030], [-0.020, -0.023, -0.035], [0.030, -0.002, 0.001], [0.041, 0.040, 0.031], [-0.035, -0.034, -0.039], [0.011, 0.011, 0.044], [0.052, 0.045, -0.004], [-0.083, -0.080, 0.047], [0.064, 0.089, 0.011], [0.012, 0.036, -0.056], [-0.011, -0.010, -0.012], [-0.001, 0.000, 0.006], [0.005, -0.017, 0.000], [-0.013, 0.004, 0.020], [-0.011, 0.014, -0.045], [-0.016, -0.030, 0.010]],
  "mulliken_charge": [-0.876, -0.339, -0.326, -0.566, -0.590, -0.293, -0.418, -0.112, 0.317, -0.989, -0.469, -0.711, -0.230, -0.465, -0.815, 0.355, 0.439, 0.032, 0.311, 0.303, 0.345, 0.383, 0.357, 0.254, 0.401, 0.032, 0.069, 0.118, 0.378, 0.229, 0.460, 0.373, 0.313, 0.398, 0.316, 0.306, 0.330, 0.346, -1.449, 0.587, -0.463, -0.314, 0.654, -0.541, -0.312, 0.232, 0.398, 0.370, 0.245, 0.323, 0.284, -1.498, 0.554, -0.509, -0.328, 0.641, -0.497, -0.305, 0.369, 0.386, 0.353, 0.241, 0.297, 0.315]
}